[1]
Below is 4 unconnected molecules or ions with the total composition C60H39ClO8 in a non-equilibrium geometry, with properties calculated with ωB97M-V/def2-TZVPD.

Geometry as XYZ:
```
108
Properties=species:S:1:pos:R:3:forces:R:3
C -3.020011 7.759125 1.778091 0.05 0.12 -0.37
C -2.260211 7.229637 0.414458 1.81 -0.53 -2.89
C -1.897273 5.627265 0.146575 0.62 2.83 -2.08
C -1.132873 5.088005 -1.240104 -0.87 3.93 0.56
C -0.769014 3.508740 -1.523252 0.57 0.41 -0.13
C 0.143398 2.804758 -0.334058 1.51 -0.11 -2.07
C 1.527656 3.637291 0.016015 -0.07 -1.00 0.34
Cl -0.802660 2.374645 1.200807 0.33 0.93 -1.40
C -0.718245 6.258016 -2.318252 -1.06 0.99 2.11
C -1.043458 7.874175 -2.034143 -0.91 -1.26 2.02
C -1.828317 8.390893 -0.685359 0.95 -4.85 -0.77
C -0.534395 9.002330 -3.159468 -2.23 2.97 -1.55
O -1.279447 10.045402 -3.556879 4.79 -6.42 2.78
C 0.981827 8.682153 -3.789837 2.50 -0.93 -0.80
C 2.132144 9.836791 -4.048122 0.75 -4.84 -0.86
C 3.593210 9.279251 -4.633939 -2.22 -2.65 0.35
C 3.871901 7.682304 -4.983223 -3.80 0.84 1.64
C 2.712111 6.510457 -4.728710 -0.89 4.87 0.93
C 1.278437 7.067056 -4.109040 2.01 1.28 -0.54
C 0.064187 5.968057 -3.767668 -1.10 -2.50 -2.53
O -0.258073 4.988487 -4.614950 2.15 5.72 5.36
H -3.381287 8.882060 1.634861 0.86 -2.45 0.09
H -2.284957 7.766993 2.713227 -1.61 -0.27 -2.08
H -3.994201 7.119167 1.995984 2.26 1.23 -0.40
H -2.218601 4.888983 1.013229 0.84 1.54 -2.20
H -0.084786 3.471309 -2.500931 -1.51 0.20 2.16
H -1.713729 2.844945 -1.772916 1.81 1.57 0.76
H 0.510090 1.768368 -0.799874 -1.01 2.18 1.19
H 2.120912 2.969646 0.795188 -1.27 1.52 -1.50
H 1.305344 4.689446 0.477472 0.44 -2.03 -1.04
H 2.225715 3.684248 -0.944072 -1.75 0.10 1.93
H -2.086243 9.513295 -0.455629 0.68 -2.49 -0.77
H 1.942735 10.973224 -3.798870 0.40 -2.71 -0.62
H 4.520375 10.005448 -4.829851 -2.49 -1.65 0.55
H 4.907412 7.333378 -5.401764 -2.20 0.93 0.92
H 2.906577 5.361656 -4.974890 -0.61 2.89 0.65
C 1.829716 -0.626812 2.879827 -0.01 -0.43 -0.14
C 0.582863 -0.163516 2.460633 -0.07 -0.31 0.05
C -0.286925 -1.017555 1.780668 0.36 0.27 0.00
C 0.096208 -2.336403 1.508046 0.19 0.54 0.15
C 1.352550 -2.792179 1.905541 0.13 0.54 0.29
C 2.217056 -1.938780 2.603429 -0.05 0.28 0.04
C 1.786775 -4.166012 1.579803 1.39 -0.45 0.47
O 2.888839 -4.568298 1.931720 -0.70 0.23 -0.25
C 0.877786 -5.044418 0.816768 -0.21 -0.65 -0.15
C 1.299334 -6.329468 0.450999 -0.29 -0.30 -0.01
C 0.440915 -7.171559 -0.259155 0.16 0.29 0.24
C -0.840673 -6.737673 -0.597012 -0.01 0.35 0.11
C -1.261214 -5.456001 -0.238808 0.09 -0.28 -0.12
C -0.396267 -4.604324 0.461081 -0.14 -0.66 -0.19
C -0.837414 -3.237903 0.804066 -1.39 0.49 -0.29
O -1.961936 -2.854136 0.503457 0.72 -0.22 0.12
H 2.503938 0.035978 3.417838 -0.12 -0.14 -0.09
H 0.286116 0.862830 2.664930 0.17 -0.48 0.02
H -1.260827 -0.650488 1.461024 0.26 -0.21 -0.02
H 3.194042 -2.291790 2.928885 -0.27 -0.08 -0.17
H 2.297214 -6.677104 0.713658 -0.21 0.25 0.04
H 0.772166 -8.167076 -0.546716 -0.04 0.19 0.07
H -1.512169 -7.396041 -1.143875 0.12 0.14 0.11
H -2.261410 -5.122397 -0.510286 0.29 0.08 0.14
C 8.064692 -0.876834 -5.285347 -0.23 -0.24 0.16
C 7.440659 0.351337 -5.068125 -0.31 -0.10 0.21
C 6.240152 0.408763 -4.358369 0.30 0.01 -0.18
C 5.654982 -0.767579 -3.874356 0.46 0.27 -0.34
C 6.266293 -1.997849 -4.112820 0.49 0.31 -0.30
C 7.480228 -2.051659 -4.810082 0.12 0.27 -0.11
C 5.632787 -3.249479 -3.650036 0.65 -1.31 -0.24
O 6.170918 -4.330319 -3.856004 -0.32 0.66 0.12
C 4.338030 -3.180376 -2.943701 -0.52 -0.32 0.29
C 3.697995 -4.362994 -2.550490 -0.30 0.04 0.17
C 2.479698 -4.306133 -1.870171 0.35 0.08 -0.31
C 1.903198 -3.071535 -1.573033 0.29 0.32 -0.22
C 2.535807 -1.892012 -1.968473 -0.13 -0.29 0.09
C 3.750996 -1.947292 -2.663882 -0.48 -0.26 0.30
C 4.394305 -0.695422 -3.109225 -0.63 1.26 0.31
O 3.885982 0.389899 -2.852550 0.28 -0.59 -0.14
H 9.005005 -0.920727 -5.830516 -0.18 -0.01 0.11
H 7.889741 1.265674 -5.449564 -0.09 -0.16 0.09
H 5.761350 1.371652 -4.188104 0.00 -0.33 0.06
H 7.970257 -3.007264 -4.988207 -0.27 0.15 0.12
H 4.142942 -5.330914 -2.775784 0.04 0.33 -0.01
H 1.981854 -5.225782 -1.570388 0.16 0.27 -0.18
H 0.957793 -3.026739 -1.036730 0.26 0.06 -0.26
H 2.077312 -0.931949 -1.737293 0.24 -0.15 -0.14
C -7.811158 -6.358252 6.881072 0.31 0.15 -0.12
C -8.801047 -5.627129 6.224879 0.21 0.24 -0.22
C -8.445351 -4.617464 5.329153 -0.12 -0.24 0.21
C -7.094810 -4.329461 5.097710 -0.43 -0.35 0.34
C -6.105590 -5.043925 5.772330 -0.47 -0.36 0.29
C -6.464329 -6.068780 6.657590 -0.31 -0.05 0.05
C -4.679178 -4.715467 5.573479 1.05 -0.71 0.67
O -3.809459 -5.344964 6.163011 -0.50 0.34 -0.33
C -4.316771 -3.612448 4.661289 0.43 0.36 -0.25
C -2.971546 -3.252384 4.507780 0.09 0.27 -0.24
C -2.618968 -2.219141 3.636909 -0.28 -0.30 0.34
C -3.604886 -1.550583 2.911742 -0.35 -0.18 0.19
C -4.946249 -1.903437 3.066924 0.34 0.12 -0.03
C -5.303390 -2.930121 3.951064 0.44 0.35 -0.28
C -6.727718 -3.271850 4.135085 -1.03 0.76 -0.80
O -7.595230 -2.681652 3.501617 0.52 -0.37 0.40
H -8.088172 -7.151303 7.572200 0.07 0.15 -0.13
H -9.850919 -5.844283 6.408709 0.19 0.05 -0.05
H -9.223499 -4.054327 4.816554 0.33 -0.06 0.03
H -5.697231 -6.639963 7.177542 -0.06 0.25 -0.20
H -2.195332 -3.771445 5.067847 -0.32 0.01 -0.07
H -1.574303 -1.937696 3.523172 -0.33 -0.12 0.15
H -3.329883 -0.750533 2.227848 -0.11 -0.18 0.11
H -5.710889 -1.373740 2.501124 0.07 -0.24 0.23
```
Forces are in eV/Å.

net charge: 0
SMILES: Cc1cc(C[C@@H](C)Cl)c2c(c1)C(=O)c1ccccc1C2=O.O=C1c2ccccc2C(=O)c2ccccc21.O=C1c2ccccc2C(=O)c2ccccc21.O=C1c2ccccc2C(=O)c2ccccc21
LUMO energy: -1.51 eV
HOMO: -8.74 eV
gap between HOMO and LUMO: 7.2 eV

***

[2]
Below is a molecular structure, C60H46BrCrN3OP3S2Si in a non-equilibrium geometry, with properties calculated with ωB97M-V/def2-TZVPD.

Geometry as XYZ:
```
118
Properties=species:S:1:pos:R:3:forces:R:3
Cr -0.153477 -0.777007 -0.134422 -0.36 -0.07 0.22
C 3.662799 4.162730 1.180002 -0.84 -1.76 -1.46
C 4.315109 2.946239 0.892036 -0.19 -0.21 0.25
C 3.672030 1.968453 0.128518 -0.23 -0.91 -0.56
C 2.340299 2.141072 -0.342757 1.61 0.53 0.68
C 1.714158 3.351770 -0.059912 -0.83 1.16 -0.53
C 2.401897 4.401506 0.570783 0.23 -0.80 1.70
P 1.522987 0.826534 -1.251564 -0.75 0.06 -0.44
C 0.902812 1.722612 -2.742076 1.02 0.82 -0.24
C -0.235779 0.979340 -3.335589 -0.03 -0.06 0.03
C -0.543515 1.182660 -4.850070 -0.53 2.41 0.12
C 0.388881 2.115010 -5.603725 0.51 1.37 2.66
C 1.198283 2.949715 -4.854825 -1.71 -1.90 -0.76
C 1.467479 2.776805 -3.396075 -0.44 -0.20 0.37
C 2.936259 -0.134344 -1.983734 -0.25 -1.40 1.38
C 3.834143 0.279176 -2.957502 -0.58 1.42 -0.54
C 4.882505 -0.534891 -3.323353 0.20 -0.60 0.26
C 5.062665 -1.814707 -2.750778 0.55 1.19 -0.48
C 4.192148 -2.225602 -1.791791 -1.52 0.82 0.65
C 3.119966 -1.404014 -1.353531 1.00 0.53 -0.98
Si 1.978242 -1.917452 0.022300 -0.19 0.88 0.75
C 1.366202 -3.629145 -0.216549 -1.49 -2.02 -0.73
C 1.286036 -4.557643 -1.284333 1.33 1.47 1.38
C 0.110526 -5.292312 -1.594136 1.36 1.28 -0.41
C -1.112197 -4.780870 -1.364483 -1.92 0.34 1.55
C -1.513293 -3.573696 -0.665709 -0.95 -2.71 -1.47
C -0.698012 -2.873461 0.116799 0.81 2.02 1.79
P -2.297514 0.636279 -0.112888 1.25 -0.40 -1.28
C -2.623809 1.931242 1.068637 -0.51 -0.48 0.35
C -3.906008 2.392986 1.226883 -2.00 1.15 -0.45
C -4.183497 3.437251 2.101888 0.99 -0.32 0.27
C -3.148176 3.967608 2.905518 -0.30 1.32 -0.19
C -1.843657 3.519809 2.733470 -0.53 -1.23 0.44
C -1.629553 2.435229 1.867752 0.88 1.44 -0.57
C -2.952371 1.481710 -1.717666 0.60 -0.20 1.97
C -3.607554 0.633398 -2.549797 -1.90 -3.07 -0.16
C -4.144137 1.079013 -3.734372 -0.91 -1.31 -1.01
C -3.852093 2.324345 -4.191559 -1.10 0.81 -1.25
C -3.227659 3.215351 -3.376001 1.20 0.66 1.28
C -2.754651 2.813722 -2.121421 -0.83 -0.57 -0.19
C 2.694144 -1.951613 1.827444 -1.24 -0.17 -0.54
C 3.926674 -2.466062 2.221097 0.42 0.01 -0.87
C 4.234357 -2.748821 3.518142 1.07 -0.60 1.09
C 3.272134 -2.574914 4.477808 -0.12 1.27 1.15
C 2.072088 -2.015607 4.131004 -2.14 -0.06 0.63
C 1.686793 -1.739676 2.812633 1.61 0.14 -0.23
P 0.182497 -0.800351 2.307295 0.50 0.69 -0.31
C 0.484650 0.678721 3.436656 -1.31 -0.76 0.53
C -0.152613 0.870664 4.707191 0.77 -1.12 -1.93
C 0.285946 1.886493 5.510912 0.79 0.11 -0.85
C 1.440719 2.610315 5.149240 -0.74 -0.22 1.56
C 2.041828 2.400134 3.961407 1.53 0.31 -0.79
C 1.487727 1.520840 3.061769 0.71 -0.27 -0.72
C -1.199569 -1.571741 3.106086 -1.60 0.18 1.09
C -2.596462 -0.827817 3.072991 1.79 -2.49 -0.45
C -3.732852 -1.454572 3.900856 -0.46 1.57 1.58
C -3.471223 -2.739687 4.601497 -0.69 0.17 0.42
C -2.248290 -3.255163 4.550583 -0.68 -2.33 0.94
C -1.122262 -2.689764 3.851021 1.55 0.22 -0.04
H 4.085400 4.741265 1.958775 0.27 1.15 0.21
H 5.300032 2.696413 1.335637 -0.73 0.35 -0.32
H 4.161556 0.974947 -0.095465 -0.39 1.36 0.38
H 0.640302 3.562834 -0.352909 1.37 -0.47 0.18
H 1.834722 5.287809 0.857471 0.24 -0.08 -0.28
H -1.125125 1.199901 -2.695522 1.03 -0.54 -0.74
H -1.562814 1.665826 -4.953984 0.92 -0.97 -0.19
H 0.154324 2.274931 -6.647042 0.46 0.01 -0.10
H 1.709464 3.706597 -5.383056 0.64 0.85 -0.34
H 2.108014 3.541276 -2.870297 -0.35 -1.24 -0.70
H 3.696704 1.289428 -3.442930 0.25 -1.24 0.55
H 5.571303 -0.132761 -4.035380 0.42 -0.10 -0.40
H 5.934880 -2.422920 -2.950192 -0.03 0.04 -0.43
H 4.272285 -3.178799 -1.326528 0.33 -0.72 0.28
H 2.180263 -4.625198 -1.978124 -1.17 0.11 0.89
H 0.197762 -6.004559 -2.371266 0.04 -1.02 -0.43
H -1.911449 -5.351388 -1.791733 -0.58 -0.15 -0.35
H -2.560013 -3.290208 -0.776229 0.39 0.42 -0.41
H -4.749816 2.100947 0.556497 0.92 -0.20 0.62
H -5.189340 3.807128 2.085337 -0.25 0.36 0.40
H -3.301585 4.881561 3.542049 -0.12 -1.22 -0.54
H -1.034566 3.858599 3.378826 -0.09 0.18 -0.36
H -0.625864 2.184389 1.585226 0.47 -0.45 0.44
H -3.872470 -0.467758 -2.275937 0.68 2.19 -0.25
H -4.866324 0.467694 -4.308724 0.83 0.10 0.33
H -4.230031 2.669893 -5.155658 0.03 -0.16 0.23
H -3.119458 4.245319 -3.682593 0.16 0.08 -0.01
H -2.349255 3.541298 -1.458371 0.45 0.36 0.46
H 4.721751 -2.670232 1.517172 -0.13 0.14 -0.48
H 5.228393 -3.099650 3.830156 -0.41 0.11 -0.41
H 3.436680 -2.550776 5.559456 0.41 -0.77 -0.40
H 1.374943 -1.882363 4.984706 0.28 0.29 -0.79
H -0.839372 0.076274 4.992883 -0.26 0.55 0.30
H -0.194841 2.062450 6.425319 -0.43 0.23 1.28
H 1.940046 3.192950 5.898216 -0.07 0.52 0.24
H 3.055481 2.770125 3.726729 -0.81 0.29 0.18
H 1.999245 1.421609 2.114463 -0.10 -0.29 -0.17
H -2.579874 0.191416 3.316736 0.68 1.62 -0.03
H -4.192193 -0.606147 4.520377 0.38 -1.46 -0.17
H -4.336469 -3.227908 5.115326 1.00 0.39 -0.50
H -2.082183 -4.276217 5.002293 -0.13 1.31 -0.44
H -0.155528 -3.247474 4.036872 -1.24 0.95 -0.63
S -3.776873 -0.908933 0.236293 -0.01 0.60 -0.14
C -3.585164 -1.140695 1.979608 -0.15 0.50 -0.37
N -4.539483 -1.577717 2.703042 -0.97 -0.62 -1.02
Br 0.739721 -0.913898 -6.491140 0.59 0.25 0.24
C -0.469792 -0.283792 -5.063063 -0.42 -2.33 -0.22
C -1.706286 -1.044802 -5.487497 1.60 0.94 1.59
C -2.291217 -1.911515 -4.714403 -0.89 -1.31 1.61
C -1.899191 -2.051153 -3.285077 0.13 0.34 -0.58
N -0.949138 -1.369155 -2.780089 0.52 -0.41 1.21
C -0.030244 -0.547067 -3.558128 -1.39 -0.41 -1.31
H -1.975809 -0.942466 -6.466626 -0.84 0.46 -2.47
H -3.120276 -2.517086 -5.071351 0.11 0.07 0.04
H -2.483470 -2.758158 -2.647325 0.59 0.93 -0.49
H 0.975697 -0.984280 -3.436750 -0.33 0.46 -0.04
O -1.139385 -4.932326 2.501397 0.71 -0.58 -0.67
S 0.042887 -5.126639 1.593695 -0.90 0.36 0.54
N 0.268287 -3.656638 0.839230 1.88 -0.22 -1.66
```
Forces are in eV/Å.

expectation value of S²: 3.832
net charge: 0
LUMO energy (alpha / beta): -0.02 / -0.05 eV
HOMO (alpha / beta): -6.69 / -6.20 eV
spin multiplicity: 4
gap between HOMO and LUMO (alpha / beta): 6.7 / 6.1 eV

***

Record order is preserved below.
Energy relative to the best compared isomer or geometry (same formula, charge and spin): 1948.3; 856.8 kJ/mol
Record order is preserved below.
Energy: -91737.011; -225352.429 eV